(1)
Molecular formula: C6H11N
Method: DFT, the ωB97M-V functional and the def2-TZVPD basis

The geometry in XYZ format:
```
18
Properties=species:S:1:pos:R:3
C -0.966 0.121 -2.014
C 0.071 0.713 -1.060
C 0.218 -0.067 0.262
C 1.190 1.246 2.606
C 0.746 -1.495 0.073
C -1.062 -0.087 0.990
N -2.075 -0.107 1.550
H -0.689 -0.886 -2.346
H -1.061 0.747 -2.908
H -1.952 0.065 -1.538
H -0.191 1.751 -0.828
H 1.058 0.733 -1.539
H 0.312 1.932 2.587
H 0.789 0.400 3.211
H 0.963 0.485 0.886
H 0.933 -1.976 1.037
H 0.029 -2.109 -0.481
H 1.686 -1.467 -0.488
```

Spin multiplicity ... 1
E_HOMO (spin up / spin down) ... -0.353 / -0.357 Eh
Energy ... -289.79420 Eh
ΔE to the lowest compared entry with this formula, charge and spin ... 111.4 kcal/mol
Frontier orbital gap (spin up / spin down) ... 8.532 / 8.605 eV

The computed Löwdin charges, all in e, follow: atom 1 (C): -0.10, atom 2 (C): -0.22, atom 3 (C): -0.39, atom 4 (C): 0.16, atom 5 (C): -0.05, atom 6 (C): -0.24, atom 7 (N): 0.16, atom 8 (H): 0.07, atom 9 (H): 0.08, atom 10 (H): 0.08, atom 11 (H): 0.12, atom 12 (H): 0.12, atom 13 (H): -0.04, atom 14 (H): -0.04, atom 15 (H): 0.05, atom 16 (H): 0.09, atom 17 (H): 0.08, atom 18 (H): 0.09

=====

(2)
Molecular formula: C3H6NO2PtSe4
Method: DFT, the ωB97M-V functional and the def2-TZVPD basis

The geometry in XYZ format:
```
17
Properties=species:S:1:pos:R:3
Pt 1.096 -0.023 1.019
Se 3.374 0.657 1.401
Se 4.669 -0.966 0.532
Se 1.536 -3.664 0.670
Se 1.399 -2.066 2.218
N -0.884 -0.744 0.587
C -1.755 0.219 -0.098
C -1.066 0.784 -1.333
C -0.043 1.892 -1.033
O -0.035 2.882 -1.748
O 0.763 1.715 -0.036
H -0.725 -1.566 0.004
H -1.299 -1.074 1.452
H -1.971 1.027 0.604
H -2.700 -0.266 -0.364
H -1.801 1.221 -2.011
H -0.560 -0.029 -1.865
```

Spin multiplicity ... 3
E_HOMO (spin up / spin down) ... -0.158 / -0.159 Eh
Energy ... -10048.34765 Eh
Charge ... -1
ΔE to the lowest compared entry with this formula, charge and spin ... 8.1 kcal/mol
Frontier orbital gap (spin up / spin down) ... 6.809 / 6.040 eV

The computed Löwdin charges, all in e, follow: atom 1 (Pt): 0.40, atom 2 (Se): -0.09, atom 3 (Se): -0.15, atom 4 (Se): -0.14, atom 5 (Se): -0.14, atom 6 (N): -0.16, atom 7 (C): -0.25, atom 8 (C): -0.12, atom 9 (C): -0.67, atom 10 (O): 0.02, atom 11 (O): -0.28, atom 12 (H): 0.05, atom 13 (H): 0.07, atom 14 (H): 0.12, atom 15 (H): 0.11, atom 16 (H): 0.11, atom 17 (H): 0.12

=====

Among the records above, which one has the lowest spin multiplicity? C6H11N

=====

Which of these has the highest energy? C6H11N

=====

Look up the ΔE to the lowest compared entry with this formula, charge and spin of the first one. 111.4 kcal/mol